No. 1
113
Properties=species:S:1:pos:R:3:forces:R:3 method="wB97M-V/def2-TZVPD" charge=-1 spin_multiplicity=1 orbital_gap_ev=5.80 e_lumo_ha=0.063 e_above_lowest_kcal_mol=0.0 homo_energy_ha=-0.1503 energy_ev=-177069.27219
Rb 0.352 0.179 -0.006 -0.184 0.218 0.145
Br 1.731 -0.546 -3.116 0.027 0.032 -0.071
S 2.785 2.492 -0.794 -0.064 -0.024 -0.106
S -0.148 3.533 0.789 -0.102 -0.062 -0.019
S 2.930 -1.738 1.136 0.178 -0.306 0.073
S 2.365 2.093 2.549 0.002 -0.111 0.027
P 0.045 -1.277 3.373 0.206 0.158 0.036
O 3.096 -0.392 0.511 0.297 0.065 -0.136
O -0.178 1.642 -2.197 -0.009 -0.078 -0.550
N -1.655 -1.392 3.590 -0.109 -0.109 0.041
N -2.101 -1.299 0.194 -0.121 -0.161 0.073
N -1.749 0.904 3.493 -0.013 0.172 0.011
C 0.505 -1.358 7.473 -0.004 0.004 -0.082
C 0.704 4.343 2.163 0.034 -0.015 0.035
C -2.127 0.933 -5.196 -0.009 -0.084 -0.059
C 1.473 -3.679 3.891 -0.030 -0.016 -0.022
C 1.329 -5.628 2.478 -0.048 0.062 0.001
C -2.763 -2.155 0.604 0.033 0.098 -0.128
C -0.189 -0.430 -5.204 0.029 -0.064 0.079
C -0.592 1.114 -3.295 0.100 0.116 0.020
C 3.398 -2.997 -0.103 -0.067 -0.080 0.040
C 1.911 -4.954 3.543 -0.017 0.039 0.002
C -0.117 -3.739 2.092 0.090 -0.002 0.065
C -2.729 2.502 -3.276 -0.134 0.005 0.074
C -2.990 0.002 -7.787 -0.005 -0.004 0.010
C -1.891 -2.116 -7.113 0.008 -0.007 0.038
C 0.455 -3.054 3.170 -0.034 -0.125 -0.161
C 4.091 2.619 0.442 0.068 0.062 -0.079
C 0.142 0.101 -3.975 -0.026 0.036 0.008
C 4.456 -2.043 2.102 -0.050 -0.103 0.117
C -2.926 2.148 -1.787 -0.071 0.041 -0.049
C 0.306 -5.018 1.759 0.019 -0.003 0.028
C -3.779 -0.321 3.123 -0.093 -0.105 0.000
C -0.004 -1.546 6.195 -0.042 0.020 0.099
C 4.884 -3.288 0.060 -0.027 0.054 -0.018
C -1.337 -0.009 -5.862 -0.095 0.041 0.017
C 1.253 3.356 3.194 -0.028 0.028 0.014
C -2.439 2.030 3.286 -0.018 0.051 0.022
C -4.122 2.562 -3.911 -0.023 -0.020 -0.064
C 2.122 4.179 -0.847 -0.018 0.006 0.118
C 0.604 4.238 -0.695 0.087 0.009 0.015
C -4.465 0.851 2.922 -0.024 -0.047 -0.001
C 2.339 -0.105 6.556 -0.010 -0.004 0.016
C 1.822 -0.288 5.278 -0.027 -0.082 0.036
C 5.114 -3.312 1.568 -0.062 0.029 0.055
C -0.572 -0.315 -8.234 0.030 0.017 0.016
C 0.651 -1.016 5.087 -0.014 -0.018 0.051
C 1.682 -0.639 7.655 -0.018 -0.006 -0.051
C -2.407 -0.246 3.399 0.113 -0.016 -0.050
C -1.698 -0.597 -7.228 0.002 0.017 0.016
C -1.820 1.476 -3.957 0.271 0.018 0.194
C -3.788 2.067 3.003 0.059 0.079 -0.002
C 3.691 3.093 1.833 0.006 -0.017 0.014
C -2.102 3.897 -3.413 -0.025 -0.032 0.048
B -3.600 -3.354 1.218 -0.089 -0.017 0.065
H 4.200 -2.079 3.162 0.020 -0.007 -0.046
H -2.910 1.085 -7.905 -0.007 -0.030 0.000
H -2.692 -2.343 -6.405 0.021 -0.016 -0.016
H -1.874 2.956 3.353 0.002 -0.030 -0.007
H 1.737 3.909 4.002 -0.006 0.023 0.034
H 0.457 -1.186 -5.637 -0.013 0.040 0.025
H -2.152 -2.548 -8.085 0.010 0.011 0.026
H -0.015 -1.771 8.330 -0.002 0.000 -0.015
H -5.520 0.824 2.682 0.007 -0.010 -0.002
H -4.605 1.581 -3.910 0.006 0.040 0.001
H -0.982 -2.606 -6.756 -0.046 0.023 -0.014
H 2.369 4.614 -1.817 -0.005 0.032 -0.009
H 1.504 4.965 1.760 -0.015 0.001 -0.009
H -3.376 -4.359 0.573 -0.002 0.022 0.021
H 2.325 0.152 4.427 0.007 0.010 -0.026
H 5.164 -4.228 -0.415 -0.009 -0.002 -0.027
H 1.929 -3.169 4.731 0.016 -0.014 0.006
H 2.078 -0.491 8.653 -0.001 0.000 -0.012
H 4.569 3.052 2.481 0.008 0.003 0.024
H -0.925 -2.100 6.046 0.031 0.017 0.024
H 4.462 1.594 0.487 0.027 0.014 0.038
H 5.062 -1.157 1.904 -0.044 0.019 -0.011
H 5.472 -2.490 -0.400 -0.014 -0.016 0.019
H -4.289 3.011 2.834 0.021 -0.024 0.004
H 1.662 -6.625 2.214 0.001 0.012 0.004
H 0.375 -0.740 -7.894 -0.039 0.022 -0.022
H -3.842 -0.210 -7.136 0.022 0.014 -0.034
H -3.045 1.245 -5.673 -0.033 0.050 0.040
H 0.443 2.771 3.638 -0.005 0.023 -0.025
H 4.902 3.254 0.075 0.014 -0.003 -0.012
H 2.700 -5.425 4.117 -0.010 0.015 0.002
H -0.432 0.762 -8.353 0.011 -0.029 -0.006
H 2.789 -3.879 0.122 0.033 0.066 -0.004
H -4.098 2.938 -4.939 0.032 -0.066 0.023
H 0.152 3.614 -1.469 0.011 0.016 -0.045
H -3.237 1.105 -1.680 0.004 0.035 0.019
H -3.201 -0.431 -8.769 0.002 0.004 0.022
H -0.166 -5.535 0.932 -0.001 0.020 0.017
H 2.630 4.786 -0.093 -0.014 -0.026 -0.007
H 4.631 -4.195 1.999 0.013 0.038 -0.005
H 0.269 5.269 -0.824 -0.018 0.017 -0.013
H -4.780 -3.064 1.216 0.021 -0.009 -0.018
H -0.894 -3.269 1.500 0.043 -0.028 0.027
H 0.009 5.017 2.666 -0.010 0.033 0.030
H -3.217 -3.512 2.372 -0.004 -0.019 0.024
H -1.103 3.903 -2.987 0.056 0.016 -0.027
H -2.128 -2.252 3.334 0.054 -0.051 -0.011
H -2.708 4.650 -2.895 0.017 -0.042 -0.026
H -2.030 4.172 -4.470 -0.006 0.031 0.030
H 3.099 -2.594 -1.070 -0.018 0.003 -0.001
H 6.172 -3.349 1.833 0.010 0.008 0.001
H 3.249 0.469 6.690 -0.014 -0.011 0.006
H 3.366 4.133 1.813 0.002 -0.009 -0.029
H -0.808 -0.747 -9.213 0.005 0.014 0.035
H -2.002 2.279 -1.229 -0.132 -0.023 -0.031
H -4.254 -1.289 3.023 0.002 0.025 -0.013
H -3.701 2.784 -1.348 -0.008 0.020 -0.039
H -4.744 3.250 -3.333 -0.003 -0.028 -0.007

=====

No. 2
112
Properties=species:S:1:pos:R:3:forces:R:3 method="wB97M-V/def2-TZVPD" charge=-1 spin_multiplicity=6 orbital_gap_ev="6.25 / 6.94" e_lumo_ha="0.087 / 0.071" s2=8.769 e_above_lowest_kcal_mol=18.8 homo_energy_ha="-0.1425 / -0.1839" energy_ev=-114195.59759
Te 1.389 0.657 2.356 -0.327 -0.167 0.442
Cr -0.908 -0.750 -0.360 0.958 0.467 -0.488
S 0.024 -2.557 0.960 -0.259 -0.398 0.247
Si -0.726 -1.258 -3.266 0.060 -0.210 -0.119
O 0.806 -1.404 -3.899 -0.036 -0.005 -0.013
O -2.534 -1.742 -0.139 -1.555 -0.566 0.215
O -0.955 -0.065 -2.257 0.038 -0.238 0.266
O 1.102 2.749 0.745 -0.184 -0.214 -0.652
O -1.097 -2.664 -2.477 -0.004 -0.308 -0.208
O -1.707 -1.269 -4.584 -0.121 0.126 -0.142
N 0.189 0.680 0.435 0.672 1.460 0.568
N -2.611 -2.805 0.629 0.055 -0.585 0.278
C 0.185 -4.689 -2.467 -0.095 0.126 -0.029
C -3.990 -4.461 1.610 -0.245 -0.198 0.085
C -2.314 -4.709 -2.275 0.053 0.205 -0.001
C -1.026 3.775 4.400 -0.075 0.018 0.079
C 2.077 -1.029 -3.376 0.300 0.130 -0.095
C -1.865 3.761 -3.078 -0.048 -0.022 -0.025
C -1.237 -4.132 -4.444 -0.051 0.124 0.106
C 3.993 2.064 3.627 -0.059 -0.022 -0.193
C 2.218 0.495 -3.406 -0.176 -0.146 -0.018
C 4.797 1.917 5.910 0.008 0.009 -0.012
C -1.380 1.138 3.662 0.126 0.087 0.027
C -3.181 0.004 -5.934 0.119 -0.062 0.141
C -1.622 -4.553 1.890 -0.520 -0.496 0.271
C 0.334 1.948 0.117 0.254 -0.038 0.214
C 2.280 -1.521 -1.947 -0.262 -0.072 -0.133
C -2.220 3.156 4.719 0.004 -0.039 0.034
C -2.862 -5.118 2.105 0.415 0.300 -0.119
C -0.444 2.563 -1.012 -0.065 0.040 0.073
C 2.651 0.959 5.296 -0.121 -0.044 -0.034
C 5.856 2.175 6.951 -0.104 -0.018 -0.063
C -2.384 1.839 4.319 0.070 0.014 0.052
C 4.955 2.336 4.597 -0.010 -0.030 0.069
C -1.666 -0.290 3.321 0.033 -0.104 -0.156
C -1.830 2.476 -1.047 0.123 0.019 0.003
C -2.538 3.083 -2.071 -0.070 0.061 0.021
C -1.111 -4.017 -2.925 0.116 -0.241 -0.015
C 3.637 1.230 6.241 0.023 0.029 -0.015
C 0.225 3.284 -1.993 -0.037 -0.005 -0.031
C 1.409 0.225 5.738 0.101 0.080 -0.030
C 1.211 3.940 3.364 0.029 0.021 0.072
C 3.111 -1.667 -4.303 -0.131 0.042 0.060
C 2.825 1.379 3.970 0.128 -0.113 -0.100
C -1.478 -3.365 1.170 0.406 0.793 -0.364
C -3.837 -3.317 0.878 0.176 0.064 -0.151
C -3.305 3.861 5.487 0.062 -0.034 -0.077
C -1.730 -0.432 -5.725 -0.046 0.192 -0.314
C -0.168 1.780 3.339 -0.221 0.065 0.011
C -0.007 3.127 3.704 0.233 -0.034 -0.206
C -0.482 3.860 -3.038 0.025 -0.007 -0.026
C -0.849 0.807 -5.553 -0.024 -0.253 0.176
C -1.233 -1.253 -6.919 -0.011 0.011 0.202
C 4.241 2.511 2.207 -0.018 -0.085 0.099
H -0.413 -3.611 -4.933 0.001 -0.039 -0.052
H -4.984 -4.843 1.794 -0.015 0.027 -0.062
H -3.493 0.614 -5.085 -0.038 0.008 -0.010
H 5.443 2.728 7.797 0.041 0.011 0.019
H 3.127 0.803 -2.888 0.018 0.036 -0.022
H -3.318 1.329 4.536 0.015 -0.029 0.036
H 0.146 -5.767 -2.639 0.007 0.001 -0.033
H -1.222 -5.185 -4.732 0.043 -0.022 -0.001
H 0.334 -4.501 -1.403 0.020 0.001 0.040
H 2.115 -2.596 -1.879 0.023 -0.024 0.015
H -2.112 -4.944 -1.230 -0.011 0.051 0.120
H -1.206 -0.645 -7.826 -0.012 -0.013 -0.022
H -2.998 4.870 5.761 -0.034 0.018 -0.005
H -1.877 -2.118 -7.083 -0.027 0.012 -0.014
H 1.148 -0.552 5.018 -0.070 -0.046 0.068
H 1.301 3.380 -1.932 0.008 -0.013 -0.007
H -2.550 -5.639 -2.794 0.015 -0.025 0.018
H 2.253 0.858 -4.436 0.002 0.021 0.002
H 6.250 1.231 7.334 0.044 0.025 0.029
H -2.956 -6.043 2.656 -0.015 0.003 0.042
H 1.497 3.749 2.332 -0.005 0.153 0.214
H 1.354 0.935 -2.908 0.023 0.061 0.049
H -2.347 1.932 -0.265 -0.009 -0.019 -0.022
H -1.873 -0.368 2.253 -0.022 -0.160 -0.108
H -0.870 4.808 4.696 0.002 0.012 -0.034
H -2.419 4.208 -3.895 0.004 0.019 0.013
H -0.724 -5.002 2.288 0.032 0.015 -0.030
H -4.219 3.922 4.894 -0.026 0.045 0.028
H -0.815 -0.937 3.528 0.035 -0.084 -0.026
H 5.850 2.883 4.316 0.011 -0.008 -0.008
H 0.196 0.502 -5.507 0.049 0.091 -0.047
H 3.290 -1.291 -1.603 0.008 0.012 0.003
H 2.922 -1.354 -5.331 0.024 0.011 -0.010
H -4.645 -2.754 0.439 0.012 -0.002 -0.032
H 2.045 3.679 4.013 0.000 0.104 0.057
H -3.283 0.589 -6.850 -0.018 -0.006 -0.018
H 1.568 -1.025 -1.288 0.047 0.047 0.123
H 4.584 1.665 1.606 0.024 0.038 -0.062
H -3.540 3.313 6.402 -0.034 0.031 0.019
H -1.096 1.308 -4.615 -0.019 0.096 -0.026
H -2.171 -3.680 -4.775 0.011 -0.037 -0.064
H -3.176 -4.042 -2.325 -0.029 -0.033 -0.023
H 1.029 -4.270 -3.017 0.031 -0.034 0.005
H 3.329 2.885 1.744 0.050 0.013 -0.060
H 3.497 0.890 7.263 -0.020 0.000 0.001
H 6.683 2.748 6.534 0.017 0.006 0.026
H -0.226 -1.613 -6.700 0.028 0.007 -0.046
H 0.045 4.386 -3.826 0.015 0.013 0.024
H 4.118 -1.359 -4.015 0.032 -0.028 -0.018
H -3.620 3.030 -2.084 0.006 -0.053 -0.031
H 0.563 0.912 5.802 -0.040 -0.041 0.001
H 0.996 5.002 3.482 -0.014 0.015 0.023
H 1.558 -0.232 6.717 -0.005 -0.029 -0.011
H -3.830 -0.871 -5.988 -0.003 -0.007 -0.032
H 3.044 -2.756 -4.258 0.009 -0.011 0.021
H -2.534 -0.656 3.870 0.017 0.013 -0.018
H 5.008 3.287 2.174 0.016 -0.009 -0.034
H -0.993 1.494 -6.389 0.016 0.032 0.008